The following is a quantum chemistry calculation of a cluster of 13 separate species, C74H176N2O35 in total in a non-equilibrium geometry, from OMol25.

Output
* HOMO energy: -0.305 Ha
* gap between HOMO and LUMO: 0.3170 Ha
* 2S+1: 1
* net charge: 0
* strongest force on any atom: 0.0815 hartree/bohr
* energy above the lowest of the compared OMol25 structures with the same formula, charge and spin: 2.765 eV

Bonds (Å) are listed after each position.
Geometry (Å):
1 C -7.3922 2.3254 1.2826  O2 1.363, H10 1.090, H11 1.090, H12 1.090
2 O -7.0332 3.0095 0.1594  C1 1.363, C3 1.419
3 C -5.6352 3.0441 -0.0791  O2 1.419, C4 1.523, H13 1.090, H14 1.090
4 C -4.9499 4.1777 0.6727  C3 1.523, O5 1.394, H15 1.090, H16 1.090
5 O -4.9083 4.0233 2.0576  C4 1.394, C6 1.463
6 C -4.8433 5.2402 2.8676  O5 1.463, C7 1.530, H17 1.090, H18 1.090
7 C -5.3199 4.7859 4.2482  C6 1.530, O8 1.384, H19 1.090, H20 1.090
8 O -4.4061 4.1369 5.0603  C7 1.384, C9 1.416
9 C -3.7439 2.9800 4.5819  O8 1.416, H21 1.090, H22 1.090, H23 1.090
10 H -8.4520 2.2028 1.5062  C1 1.090
11 H -6.9943 2.6488 2.2444  C1 1.090
12 H -7.0457 1.3060 1.1126  C1 1.090
13 H -5.5125 3.3272 -1.1245  C3 1.090
14 H -5.1110 2.1260 0.1861  C3 1.090
15 H -5.5249 5.0680 0.4176  C4 1.090
16 H -3.9416 4.4527 0.3634  C4 1.090
17 H -5.5808 5.9388 2.4722  C6 1.090
18 H -3.8305 5.6323 2.7754  C6 1.090
19 H -6.1763 4.1271 4.1044  C7 1.090
20 H -5.6602 5.6327 4.8443  C7 1.090
21 H -4.5077 2.2441 4.3307  C9 1.090
22 H -3.2802 2.5161 5.4525  C9 1.090
23 H -3.0531 3.1224 3.7508  C9 1.090
24 C -6.9348 4.1259 -4.3402  O25 1.409, H33 1.090, H34 1.090, H35 1.090
25 O -6.8854 3.3330 -5.5037  C24 1.409, C26 1.415
26 C -6.1996 3.8328 -6.6361  O25 1.415, C27 1.553, H36 1.090, H37 1.090
27 C -4.6467 3.8402 -6.6724  C26 1.553, O28 1.395, H38 1.090, H39 1.090
28 O -4.0001 2.6094 -6.5622  C27 1.395, C29 1.435
29 C -4.2301 1.8328 -5.3780  O28 1.435, C30 1.523, H40 1.090, H41 1.090
30 C -3.3659 0.5791 -5.3589  C29 1.523, O31 1.455, H42 1.090, H43 1.090
31 O -3.6669 -0.2910 -4.2317  C30 1.455, C32 1.390
32 C -4.7616 -1.1136 -4.4719  O31 1.390, H44 1.090, H45 1.090, H46 1.090
33 H -7.4738 5.0642 -4.4712  C24 1.090
34 H -5.8927 4.2022 -4.0302  C24 1.090
35 H -7.6473 3.7457 -3.6082  C24 1.090
36 H -6.5402 4.8559 -6.7951  C26 1.090
37 H -6.6279 3.2342 -7.4400  C26 1.090
38 H -4.2761 4.6323 -6.0219  C27 1.090
39 H -4.3815 3.9324 -7.7256  C27 1.090
40 H -5.2856 1.6018 -5.2341  C29 1.090
41 H -3.8243 2.5205 -4.6360  C29 1.090
42 H -2.3400 0.9376 -5.2745  C30 1.090
43 H -3.3890 0.0479 -6.3104  C30 1.090
44 H -4.8980 -1.8475 -3.6776  C32 1.090
45 H -4.6320 -1.7890 -5.3176  C32 1.090
46 H -5.6202 -0.4716 -4.6688  C32 1.090
47 C -7.5055 0.5523 -2.3238  O48 1.417, H56 1.090, H57 1.090, H58 1.090
48 O -6.9135 -0.7178 -2.1124  C47 1.417, C49 1.404
49 C -7.7216 -1.7387 -1.5879  O48 1.404, C50 1.515, H59 1.090, H60 1.090
50 C -6.9022 -2.9867 -1.3312  C49 1.515, O51 1.398, H61 1.090, H62 1.090
51 O -6.0178 -2.9063 -0.2515  C50 1.398, C52 1.493
52 C -6.5750 -3.2480 1.0913  O51 1.493, C53 1.564, H63 1.090, H64 1.090
53 C -6.7027 -4.8018 1.2196  C52 1.564, O54 1.459, H65 1.090, H66 1.090
54 O -5.3981 -5.4259 1.0279  C53 1.459, C55 1.376
55 C -5.3212 -6.7907 1.1839  O54 1.376, H67 1.090, H68 1.090, H69 1.090
56 H -6.8836 1.1280 -3.0092  C47 1.090
57 H -7.6533 1.0354 -1.3579  C47 1.090
58 H -8.4636 0.4028 -2.8216  C47 1.090
59 H -8.5683 -1.8989 -2.2554  C49 1.090
60 H -8.1153 -1.2696 -0.6862  C49 1.090
61 H -6.1498 -3.0868 -2.1134  C50 1.090
62 H -7.4741 -3.9142 -1.3573  C50 1.090
63 H -7.5036 -2.6774 1.1031  C52 1.090
64 H -6.0127 -2.8832 1.9508  C52 1.090
65 H -7.4942 -5.1003 0.5322  C53 1.090
66 H -7.0431 -4.9421 2.2455  C53 1.090
67 H -5.8992 -7.4298 0.5164  C55 1.090
68 H -5.5355 -6.9593 2.2393  C55 1.090
69 H -4.3776 -7.2918 0.9675  C55 1.090
70 C -0.6414 -5.1193 7.5718  O71 1.392, H79 1.090, H80 1.090, H81 1.090
71 O -1.0924 -5.0440 6.2573  C70 1.392, C72 1.462
72 C -2.2587 -5.9079 6.0796  O71 1.462, C73 1.556, H82 1.090, H83 1.090
73 C -2.7969 -5.8252 4.6221  C72 1.556, O74 1.437, H84 1.090, H85 1.090
74 O -3.0273 -4.4269 4.3838  C73 1.437, C75 1.396
75 C -3.5907 -4.2114 3.1248  O74 1.396, C76 1.550, H86 1.090, H87 1.090
76 C -3.5682 -2.6852 2.8573  C75 1.550, O77 1.429, H88 1.090, H89 1.090
77 O -4.3648 -1.8174 3.6666  C76 1.429, C78 1.460
78 C -4.3484 -0.5119 3.0124  O77 1.460, H90 1.090, H91 1.090, H92 1.090
79 H -1.3384 -4.8315 8.3589  C70 1.090
80 H 0.3750 -4.7302 7.6326  C70 1.090
81 H -0.6020 -6.1758 7.8369  C70 1.090
82 H -3.0593 -5.5920 6.7483  C72 1.090
83 H -2.1110 -6.9782 6.2239  C72 1.090
84 H -3.7328 -6.3815 4.6731  C73 1.090
85 H -2.0122 -6.1553 3.9412  C73 1.090
86 H -4.6447 -4.4823 3.0626  C75 1.090
87 H -3.0689 -4.7623 2.3423  C75 1.090
88 H -3.7424 -2.5231 1.7935  C76 1.090
89 H -2.5233 -2.4295 3.0330  C76 1.090
90 H -3.4294 0.0682 3.0969  C78 1.090
91 H -4.9839 0.0676 3.6819  C78 1.090
92 H -4.8181 -0.4736 2.0295  C78 1.090
93 C 3.9795 -4.7715 3.4691  O94 1.450, H102 1.090, H103 1.090, H104 1.090
94 O 3.0297 -5.1843 4.4844  C93 1.450, C95 1.429
95 C 2.1267 -4.1550 4.8938  O94 1.429, C96 1.537, H105 1.090, H106 1.090
96 C 1.1233 -3.6416 3.8486  C95 1.537, O97 1.405, H107 1.090, H108 1.090
97 O 1.7915 -2.9285 2.8396  C96 1.405, C98 1.450
98 C 1.1421 -2.7030 1.5633  O97 1.450, C99 1.542, H109 1.090, H110 1.090
99 C 1.8516 -1.6127 0.7357  C98 1.542, O100 1.399, H111 1.090, H112 1.090
100 O 3.2220 -1.4123 0.9303  C99 1.399, C101 1.431
101 C 4.1131 -2.4545 0.5203  O100 1.431, H113 1.090, H114 1.090, H115 1.090
102 H 4.7250 -4.0984 3.8924  C93 1.090
103 H 3.4650 -4.3907 2.5869  C93 1.090
104 H 4.5812 -5.6402 3.2017  C93 1.090
105 H 2.7299 -3.3294 5.2715  C95 1.090
106 H 1.5918 -4.4303 5.8028  C95 1.090
107 H 0.4204 -2.9034 4.2348  C96 1.090
108 H 0.5729 -4.5368 3.5595  C96 1.090
109 H 0.1945 -2.2176 1.7969  C98 1.090
110 H 0.9361 -3.5741 0.9414  C98 1.090
111 H 1.4046 -0.7048 1.1407  C99 1.090
112 H 1.5647 -1.7579 -0.3058  C99 1.090
113 H 4.4509 -3.2130 1.2264  C101 1.090
114 H 5.0170 -2.1053 0.0213  C101 1.090
115 H 3.7065 -3.0884 -0.2677  C101 1.090
116 C 4.0651 2.2225 -0.2444  O117 1.413, H125 1.090, H126 1.090, H127 1.090
117 O 5.2186 3.0353 -0.3064  C116 1.413, C118 1.423
118 C 5.7311 3.1147 -1.6316  O117 1.423, C119 1.486, H128 1.090, H129 1.090
119 C 6.8710 4.0562 -1.7806  C118 1.486, O120 1.475, H130 1.090, H131 1.090
120 O 8.1361 3.6832 -1.1207  C119 1.475, C121 1.424
121 C 9.1474 4.6819 -1.0324  O120 1.424, C122 1.513, H132 1.090, H133 1.090
122 C 10.2926 4.2496 -0.1436  C121 1.513, O123 1.414, H134 1.090, H135 1.090
123 O 10.8948 3.1304 -0.7639  C122 1.414, C124 1.397
124 C 12.0832 2.6260 -0.2287  O123 1.397, H136 1.090, H137 1.090, H138 1.090
125 H 3.1809 2.6532 -0.7143  C116 1.090
126 H 3.8764 2.1433 0.8262  C116 1.090
127 H 4.2087 1.2719 -0.7581  C116 1.090
128 H 4.9638 3.5230 -2.2892  C118 1.090
129 H 5.8923 2.1205 -2.0486  C118 1.090
130 H 6.4794 5.0026 -1.4076  C119 1.090
131 H 7.1466 4.3830 -2.7833  C119 1.090
132 H 8.7642 5.5744 -0.5378  C121 1.090
133 H 9.5281 4.9174 -2.0262  C121 1.090
134 H 9.8701 3.9422 0.8130  C122 1.090
135 H 11.0813 4.9960 -0.0480  C122 1.090
136 H 12.4854 2.0005 -1.0256  C124 1.090
137 H 11.8889 2.0104 0.6496  C124 1.090
138 H 12.8636 3.3524 -0.0022  C124 1.090
139 C 6.9243 4.1596 4.3600  O140 1.468, H148 1.090, H149 1.090, H150 1.090
140 O 5.5489 4.4230 4.7993  C139 1.468, C141 1.485
141 C 4.6053 4.1974 3.6756  O140 1.485, C142 1.502, H151 1.090, H152 1.090
142 C 3.1917 4.4298 4.1262  C141 1.502, O143 1.437, H153 1.090, H154 1.090
143 O 2.8161 5.8050 4.3102  C142 1.437, C144 1.413
144 C 2.3500 6.4123 3.1228  O143 1.413, C145 1.550, H155 1.090, H156 1.090
145 C 0.8575 6.2755 2.7271  C144 1.550, O146 1.428, H157 1.090, H158 1.090
146 O 0.4829 4.9370 2.3975  C145 1.428, C147 1.399
147 C -0.8620 4.8636 2.0186  O146 1.399, H159 1.090, H160 1.090, H161 1.090
148 H 7.5389 3.6984 5.1331  C139 1.090
149 H 7.3497 5.1194 4.0669  C139 1.090
150 H 7.0436 3.5652 3.4541  C139 1.090
151 H 4.6656 3.2356 3.1662  C141 1.090
152 H 4.9227 4.9695 2.9748  C141 1.090
153 H 3.1137 3.8657 5.0556  C142 1.090
154 H 2.4566 3.8913 3.5280  C142 1.090
155 H 2.8992 6.0062 2.2733  C144 1.090
156 H 2.6022 7.4725 3.0987  C144 1.090
157 H 0.5779 6.9274 1.8995  C145 1.090
158 H 0.1333 6.5192 3.5044  C145 1.090
159 H -1.6475 5.1286 2.7262  C147 1.090
160 H -1.0878 3.8527 1.6792  C147 1.090
161 H -0.9402 5.4131 1.0805  C147 1.090
162 C 1.4199 0.0683 -5.8779  O163 1.431, H171 1.090, H172 1.090, H173 1.090
163 O 2.1393 0.9711 -5.0327  C162 1.431, C164 1.422
164 C 2.3774 0.5475 -3.6965  O163 1.422, C165 1.554, H174 1.090, H175 1.090
165 C 3.3219 -0.6598 -3.4394  C164 1.554, O166 1.446, H176 1.090, H177 1.090
166 O 4.6659 -0.3415 -3.8681  C165 1.446, C167 1.368
167 C 5.0241 -0.0608 -5.1580  O166 1.368, C168 1.558, H178 1.090, H179 1.090
168 C 6.3756 0.7120 -5.0954  C167 1.558, O169 1.417, H180 1.090, H181 1.090
169 O 7.0516 0.7673 -6.3399  C168 1.417, C170 1.441
170 C 7.8088 1.9888 -6.4460  O169 1.441, H182 1.090, H183 1.090, H184 1.090
171 H 1.8801 -0.9175 -5.9448  C162 1.090
172 H 1.3933 0.3991 -6.9162  C162 1.090
173 H 0.3385 0.1473 -5.7663  C162 1.090
174 H 1.4192 0.3891 -3.2017  C164 1.090
175 H 2.7825 1.4588 -3.2565  C164 1.090
176 H 2.8821 -1.4761 -4.0123  C165 1.090
177 H 3.3801 -0.8229 -2.3632  C165 1.090
178 H 4.3560 0.6110 -5.6969  C167 1.090
179 H 4.9988 -0.9753 -5.7505  C167 1.090
180 H 7.0001 0.0218 -4.5280  C168 1.090
181 H 6.2890 1.6095 -4.4829  C168 1.090
182 H 8.5244 1.9020 -7.2637  C170 1.090
183 H 8.3777 2.2237 -5.5464  C170 1.090
184 H 7.0615 2.7357 -6.7139  C170 1.090
185 C -0.2037 1.4891 3.5675  O186 1.430, H194 1.090, H195 1.090, H196 1.090
186 O 1.0669 1.5406 4.2210  C185 1.430, C187 1.447
187 C 1.9759 0.4322 4.0201  O186 1.447, C188 1.508, H197 1.090, H198 1.090
188 C 3.0393 0.6507 5.0662  C187 1.508, O189 1.449, H199 1.090, H200 1.090
189 O 3.1077 -0.4963 5.9486  C188 1.449, C190 1.471
190 C 1.9925 -0.6984 6.8864  O189 1.471, C191 1.627, H201 1.090, H202 1.090
191 C 2.1800 -1.8353 8.0347  C190 1.627, O192 1.426, H203 1.090, H204 1.090
192 O 3.0324 -1.4780 9.1207  C191 1.426, C193 1.398
193 C 3.0342 -2.4189 10.1548  O192 1.398, H205 1.090, H206 1.090, H207 1.090
194 H -0.1044 1.2617 2.5061  C185 1.090
195 H -0.8348 2.3693 3.6906  C185 1.090
196 H -0.7966 0.6982 4.0268  C185 1.090
197 H 2.3776 0.4562 3.0071  C187 1.090
198 H 1.4432 -0.5058 4.1763  C187 1.090
199 H 2.8810 1.5858 5.6034  C188 1.090
200 H 3.9878 0.8225 4.5573  C188 1.090
201 H 1.0065 -0.8797 6.4585  C190 1.090
202 H 1.9135 0.2718 7.3769  C190 1.090
203 H 2.5369 -2.7490 7.5596  C191 1.090
204 H 1.1802 -2.0787 8.3940  C191 1.090
205 H 3.3647 -3.4041 9.8258  C193 1.090
206 H 2.0125 -2.4687 10.5311  C193 1.090
207 H 3.7068 -2.1121 10.9558  C193 1.090
208 C 4.7927 -6.3937 -0.3821  O209 1.439, H217 1.090, H218 1.090, H219 1.090
209 O 3.4635 -6.8756 -0.6516  C208 1.439, C210 1.444
210 C 2.6099 -6.7988 0.5111  O209 1.444, C211 1.578, H220 1.090, H221 1.090
211 C 1.1996 -7.4800 0.3148  C210 1.578, O212 1.408, H222 1.090, H223 1.090
212 O 0.1988 -6.4954 0.4221  C211 1.408, C213 1.402
213 C -1.1501 -6.8733 0.3594  O212 1.402, C214 1.567, H224 1.090, H225 1.090
214 C -1.7552 -6.7850 -1.0838  C213 1.567, O215 1.511, H226 1.090, H227 1.090
215 O -1.9454 -5.3340 -1.4597  C214 1.511, C216 1.371
216 C -3.2222 -4.8689 -1.2750  O215 1.371, H228 1.090, H229 1.090, H230 1.090
217 H 5.4130 -6.7384 -1.2094  C208 1.090
218 H 5.1506 -6.8139 0.5578  C208 1.090
219 H 4.8619 -5.3061 -0.3611  C208 1.090
220 H 2.5136 -5.7378 0.7416  C210 1.090
221 H 3.0607 -7.2674 1.3858  C210 1.090
222 H 1.0619 -8.3011 1.0183  C211 1.090
223 H 1.1089 -7.7971 -0.7241  C211 1.090
224 H -1.6288 -6.1422 1.0109  C213 1.090
225 H -1.4124 -7.8319 0.8072  C213 1.090
226 H -2.6826 -7.3326 -1.2520  C214 1.090
227 H -1.0447 -7.3415 -1.6950  C214 1.090
228 H -3.3168 -3.8797 -1.7228  C216 1.090
229 H -3.5109 -4.6232 -0.2531  C216 1.090
230 H -3.9616 -5.4742 -1.7994  C216 1.090
231 C 2.3945 7.8505 -1.4962  O232 1.393, H240 1.090, H241 1.090, H242 1.090
232 O 1.5874 6.9046 -0.8685  C231 1.393, C233 1.469
233 C 1.9866 5.4929 -0.9368  O232 1.469, C234 1.523, H243 1.090, H244 1.090
234 C 1.6398 4.9593 -2.3206  C233 1.523, O235 1.478, H245 1.090, H246 1.090
235 O 2.3164 5.6633 -3.4296  C234 1.478, C236 1.462
236 C 2.2234 5.3074 -4.8441  O235 1.462, C237 1.552, H247 1.090, H248 1.090
237 C 0.7899 5.0711 -5.3914  C236 1.552, O238 1.453, H249 1.090, H250 1.090
238 O 0.1099 4.0260 -4.6454  C237 1.453, C239 1.387
239 C -1.1925 3.6964 -4.9915  O238 1.387, H251 1.090, H252 1.090, H253 1.090
240 H 2.2400 8.8083 -0.9994  C231 1.090
241 H 2.1257 7.8345 -2.5524  C231 1.090
242 H 3.4779 7.7317 -1.4813  C231 1.090
243 H 1.3946 4.9789 -0.1795  C233 1.090
244 H 2.9732 5.2290 -0.5558  C233 1.090
245 H 0.5595 4.8241 -2.2678  C234 1.090
246 H 2.0776 3.9862 -2.5436  C234 1.090
247 H 2.7537 4.3566 -4.8982  C236 1.090
248 H 2.8379 6.0810 -5.3045  C236 1.090
249 H 0.7724 4.8114 -6.4498  C237 1.090
250 H 0.2922 6.0289 -5.2397  C237 1.090
251 H -1.1214 2.8030 -5.6118  C239 1.090
252 H -1.7785 4.5008 -5.4363  C239 1.090
253 H -1.7418 3.3621 -4.1114  C239 1.090
254 C -0.3463 -2.7002 -4.1329  C255 1.497, H260 1.090, H261 1.090, H262 1.090
255 C 0.2737 -3.9496 -3.5882  C254 1.497, C256 1.584, N259 1.387, H263 1.090
256 C 1.2601 -4.7158 -4.5624  C255 1.584, O257 1.373, H264 1.090, H265 1.090
257 O 0.6961 -5.1616 -5.7326  C256 1.373, C258 1.456
258 C -0.3908 -6.1149 -5.5597  O257 1.456, H266 1.090, H267 1.090, H268 1.090
259 N 0.6966 -3.9535 -2.2673  C255 1.387, H269 1.010, H270 1.010
260 H 0.4644 -1.9824 -4.2580  C254 1.090
261 H -1.0871 -2.2686 -3.4598  C254 1.090
262 H -0.7631 -2.8703 -5.1256  C254 1.090
263 H -0.5963 -4.5639 -3.3564  C255 1.090
264 H 1.5436 -5.6632 -4.1042  C256 1.090
265 H 2.1645 -4.1189 -4.6798  C256 1.090
266 H -0.7244 -6.5408 -6.5060  C258 1.090
267 H -1.2628 -5.7139 -5.0432  C258 1.090
268 H -0.0599 -6.9971 -5.0117  C258 1.090
269 H -0.0758 -3.6119 -1.7133  N259 1.010
270 H 0.7601 -4.9460 -2.0913  N259 1.010
271 C -2.7357 -1.1353 -0.9747  C272 1.483, H277 1.090, H278 1.090, H279 1.090
272 C -2.8904 0.3335 -0.8391  C271 1.483, C273 1.574, N276 1.446, H280 1.090
273 C -1.6026 1.1442 -1.2402  C272 1.574, O274 1.477, H281 1.090, H282 1.090
274 O -0.5282 0.8333 -0.2755  C273 1.477, C275 1.434
275 C 0.5095 1.8123 -0.1313  O274 1.434, H283 1.090, H284 1.090, H285 1.090
276 N -4.0382 0.7043 -1.6373  C272 1.446, H286 1.010, H287 1.010
277 H -3.5253 -1.7404 -0.5293  C271 1.090
278 H -1.8127 -1.4129 -0.4656  C271 1.090
279 H -2.4875 -1.3879 -2.0056  C271 1.090
280 H -3.0338 0.3317 0.2414  C272 1.090
281 H -1.7682 2.2215 -1.2323  C273 1.090
282 H -1.4672 1.0227 -2.3149  C273 1.090
283 H 0.7485 2.1983 -1.1223  C275 1.090
284 H 1.3183 1.4196 0.4850  C275 1.090
285 H 0.2511 2.6855 0.4676  C275 1.090
286 H -3.8867 0.5584 -2.6251  N276 1.010
287 H -4.8137 0.1078 -1.3864  N276 1.010

Löwdin population analysis, charges in e, atoms 1 to 99: C -0.15; O -0.17; C -0.18; C -0.21; O -0.18; C -0.12; C -0.21; O -0.17; C -0.09; H 0.09; H 0.08; H 0.08; H 0.12; H 0.10; H 0.12; H 0.12; H 0.12; H 0.11; H 0.12; H 0.13; H 0.07; H 0.10; H 0.07; C -0.10; O -0.22; C -0.18; C -0.19; O -0.15; C -0.17; C -0.14; O -0.22; C -0.11; H 0.09; H 0.09; H 0.09; H 0.12; H 0.13; H 0.11; H 0.13; H 0.11; H 0.11; H 0.10; H 0.13; H 0.08; H 0.09; H 0.09; C -0.07; O -0.23; C -0.19; C -0.20; O -0.16; C -0.09; C -0.14; O -0.22; C -0.13; H 0.08; H 0.08; H 0.09; H 0.13; H 0.12; H 0.12; H 0.12; H 0.12; H 0.10; H 0.11; H 0.12; H 0.09; H 0.09; H 0.08; C -0.14; O -0.18; C -0.17; C -0.16; O -0.13; C -0.19; C -0.20; O -0.16; C -0.08; H 0.09; H 0.08; H 0.08; H 0.12; H 0.12; H 0.12; H 0.12; H 0.11; H 0.11; H 0.10; H 0.12; H 0.08; H 0.07; H 0.08; C -0.08; O -0.17; C -0.18; C -0.18; O -0.17; C -0.14; C -0.20